No. 1
40
Properties=species:S:1:pos:R:3 method="wB97M-V/def2-TZVPD" gap_ev=9.01 molar_mass_g_mol=502.67 total_energy_ev=-39572.1639 total_charge=+2
H 2.1001 -2.5799 0.7442
N 1.0979 -1.6621 -0.9038
B -0.5503 -1.1669 -2.8249
N 0.2869 -2.1354 -1.9306
C 0.1857 -3.4599 -1.7935
Hf 0.3628 1.0869 -0.2243
H -0.3678 -4.0314 -2.5242
C 0.9398 -3.8638 -0.6859
H 1.0838 -4.8787 -0.3631
C 1.4930 -2.7293 -0.1378
H -0.9280 -1.7086 -3.8197
C -0.5044 2.9415 0.2578
H 0.0106 3.4121 1.1116
H -1.5779 2.8971 0.4974
H -0.3870 3.6626 -0.5698
N 0.3379 0.0770 -3.1264
N -1.7690 -0.6207 -2.0045
N 0.8182 0.9168 -2.1022
N -1.5383 0.1374 -0.8664
C 0.6921 0.5635 -4.3100
C -3.0869 -0.8128 -2.1586
H 0.3704 0.0448 -5.2069
H -3.4447 -1.4019 -2.9966
C 1.4663 1.7110 -4.1161
C -3.7547 -0.1657 -1.1219
C 1.5439 1.9151 -2.7459
C -2.7618 0.3963 -0.3146
H 1.9220 2.2909 -4.8932
H -4.8167 -0.1130 -0.9593
H 2.0225 2.6999 -2.1837
H -2.8251 0.9560 0.6115
H 1.8171 -0.9809 -1.1397
C 1.2440 1.1088 3.6240
S 1.2242 -0.0153 2.2309
O 2.0125 0.6562 1.0814
O 1.7022 -1.2975 2.6567
O -0.1805 0.0108 1.6693
H 2.2593 1.1394 4.0391
H 0.5622 0.6990 4.3814
H 0.9190 2.1182 3.3404

=====

No. 2
23
Properties=species:S:1:pos:R:3 method="wB97M-V/def2-TZVPD" gap_ev=9.56 molar_mass_g_mol=160.17 total_energy_ev=-15531.2340 total_charge=0
C -3.6767 -0.2615 0.5571
C -1.7581 0.1037 -0.8921
C 0.3190 1.7630 0.0827
C 2.0868 0.6886 0.6066
C 2.6403 -1.5960 -0.0522
C 0.3276 -0.6645 -0.1661
H -3.8493 -1.3300 0.4627
H -3.8914 0.2870 1.5268
H -4.1933 0.3149 -0.3038
H -2.0224 -0.8886 -1.2162
H -2.2419 0.9457 -1.6350
H -0.0351 2.5382 -0.6406
H 0.1627 2.0687 1.0395
H 1.6179 0.8548 1.7423
H 3.3347 0.8981 0.6214
H 2.5099 -2.4648 1.1121
H 3.8567 -1.0924 -0.0363
H 2.3839 -2.3788 -1.3713
N -0.3018 0.5177 -0.4100
N 1.6737 -0.5248 0.0668
O -2.2687 -0.0165 0.3301
O 1.6049 1.8054 -0.2763
O -0.1947 -1.7768 -0.0182

=====

No. 3
55
Properties=species:S:1:pos:R:3 method="wB97M-V/def2-TZVPD" multiplicity=2 s2=0.76 gap_ev="5.77 / 6.83" molar_mass_g_mol=573.45 total_energy_ev=-53473.1966 total_charge=+1
Rh -0.0130 0.2889 -0.2989
C -1.5409 0.2421 3.6580
C -1.3367 0.3941 2.1943
N -0.1606 0.0020 1.6086
N 0.8087 -0.6190 2.2177
C 1.8238 -0.9193 1.4026
O 1.7434 -0.6049 0.1543
C 2.9876 -1.6137 1.9211
C 4.0012 -1.9906 1.0323
C 5.1013 -2.6800 1.4949
C 5.2068 -2.9969 2.8422
C 4.2074 -2.6181 3.7301
C 3.0998 -1.9317 3.2771
C -2.2634 0.9429 1.2978
C -3.5625 1.3973 1.6517
C -4.3886 1.9125 0.6925
C -3.9351 1.9989 -0.6373
C -2.6624 1.5600 -0.9375
N -1.8490 1.0382 -0.0281
H -0.6844 -0.2670 4.0932
H -2.4441 -0.3327 3.8651
H -1.6529 1.2174 4.1333
H 3.8911 -1.7469 -0.0134
H 5.8718 -2.9855 0.8037
H 6.0587 -3.5572 3.1954
H 4.2897 -2.8738 4.7748
H 2.3053 -1.6435 3.9461
H -3.8815 1.3298 2.6801
H -5.3792 2.2590 0.9432
H -4.5627 2.4047 -1.4120
H -2.2741 1.6301 -1.9467
N 1.3631 2.1651 -2.8271
C 0.8197 1.0245 -3.2397
N 0.8578 0.7805 -4.5462
C 0.3436 -0.3704 -5.0081
N 0.3986 -0.6316 -6.3151
N -0.2174 -1.2459 -4.2024
C -0.2530 -1.0012 -2.8846
N 0.2485 0.1857 -2.3481
C -0.8196 -1.9687 -2.0337
C -1.2984 -3.1972 -2.5507
C -1.8294 -4.1223 -1.7022
C -1.8740 -3.8361 -0.3240
C -1.3971 -2.6242 0.1191
N -0.8915 -1.6982 -0.6953
H 1.7789 2.7730 -3.5098
H 1.3196 2.4065 -1.8337
H 0.8379 0.0172 -6.9426
H 0.0316 -1.5040 -6.6539
H -1.2149 -3.3511 -3.6138
H -2.2055 -5.0604 -2.0763
H -2.2783 -4.5480 0.3747
H -1.4224 -2.3780 1.1732
S 1.4897 2.8066 1.2271
C 0.8038 2.1459 -0.0154